No. 1
Here is a structure of composition C40H37N10OPPdS from the Open Molecules 2025 dataset. Energies are from the ωB97M-V functional and the def2-TZVPD basis.

```
91
Properties=species:S:1:pos:R:3:mulliken_charge:R:1
Pd 0.217 -0.580 0.392 0.229
C 5.372 1.553 -0.043 -1.177
N 4.172 0.781 -0.356 1.366
C 2.926 0.967 0.082 -0.722
N 2.105 0.128 -0.511 0.194
C 2.924 -0.572 -1.343 -0.736
N 4.186 -0.210 -1.278 -1.156
C 5.537 1.660 1.450 0.485
C 6.516 0.959 2.142 -0.734
C 6.538 0.976 3.533 -0.589
C 5.546 1.629 4.247 -0.771
C 4.560 2.328 3.555 0.028
C 4.602 2.391 2.168 -0.102
C 3.385 2.875 4.231 0.162
N 3.081 2.952 5.479 -0.564
N 1.763 3.395 5.535 -0.551
C 1.375 3.553 4.316 0.100
O 2.357 3.247 3.430 0.015
C 0.072 3.896 3.749 -0.060
C -1.078 3.892 4.526 -0.934
C -2.305 4.088 3.910 -0.895
C -2.384 4.272 2.538 -0.430
C -1.232 4.289 1.757 1.124
C -1.330 4.490 0.258 -1.337
N -0.036 4.448 -0.390 0.825
C 0.731 3.387 -0.681 -0.092
N 1.958 3.779 -0.972 -0.339
C 1.878 5.129 -0.845 -0.281
N 0.704 5.576 -0.467 -1.007
C -0.007 4.115 2.376 0.158
H 5.278 2.537 -0.507 0.252
H 6.201 1.023 -0.505 0.416
H 2.642 1.702 0.811 0.478
H 2.579 -1.378 -1.968 0.488
H 7.255 0.384 1.597 0.406
H 7.312 0.437 4.064 0.398
H 5.513 1.587 5.327 0.520
H 3.866 2.982 1.638 1.114
H -1.009 3.708 5.589 0.506
H -3.210 4.075 4.502 0.399
H -3.352 4.409 2.069 0.629
H -1.748 5.472 0.037 0.328
H -1.973 3.730 -0.192 0.419
H 0.357 2.370 -0.684 0.493
H 2.707 5.794 -1.024 0.445
H 0.904 4.134 1.795 0.670
C -6.891 0.925 -0.161 -0.536
C -6.185 1.833 0.619 -0.680
C -4.817 1.695 0.775 0.124
C -4.125 0.642 0.173 0.163
C -4.842 -0.258 -0.610 -0.714
C -6.215 -0.116 -0.776 -0.675
P -2.286 0.579 0.329 0.961
C -1.934 -1.129 -0.213 -0.901
C -2.331 -2.280 0.499 -0.172
C -2.191 -3.532 -0.056 -0.809
C -1.645 -3.677 -1.333 -0.541
C -1.232 -2.570 -2.042 -0.935
C -1.363 -1.292 -1.489 0.730
C -2.124 0.427 2.158 0.856
C -0.850 0.645 2.686 -0.149
C -0.600 0.509 4.045 -0.833
C -1.631 0.162 4.906 -0.975
C -2.905 -0.054 4.396 -0.941
C -3.149 0.074 3.035 -0.043
H -7.960 1.033 -0.289 0.362
H -6.704 2.651 1.104 0.435
H -4.277 2.405 1.395 0.386
H -4.331 -1.081 -1.094 0.364
H -6.755 -0.828 -1.386 0.410
H -2.767 -2.166 1.485 0.469
H -2.496 -4.408 0.502 0.398
H -1.534 -4.666 -1.759 0.360
H -0.799 -2.681 -3.028 0.394
H -1.101 -0.416 -2.071 0.461
H -0.031 0.930 2.017 0.074
H 0.397 0.686 4.432 0.361
H -1.447 0.067 5.968 0.440
H -3.713 -0.330 5.060 0.408
H -4.146 -0.108 2.655 0.486
C 3.536 -1.090 2.764 -0.864
N 3.165 -2.040 1.739 -0.034
C 1.945 -2.608 1.643 0.038
N 1.124 -2.427 2.703 -0.225
S 1.456 -3.462 0.291 -0.232
H 4.516 -0.678 2.529 0.222
H 3.604 -1.559 3.749 0.459
H 2.816 -0.264 2.813 0.028
H 3.735 -2.131 0.914 0.328
H 1.451 -2.069 3.584 0.167
H 0.219 -2.864 2.667 0.207
```

Calculated values
charge: 0
lowest unoccupied orbital energy: -0.299 eV
DFT total energy: -3036.72136 Ha
multiplicity: 1
frontier orbital gap: 6.32 eV
HOMO: -6.620 eV

---

No. 2
Here is a structure of composition C40H38Br4FN4O3S2Y at a distorted geometry from the Open Molecules 2025 dataset. Energies are from the ωB97M-V functional and the def2-TZVPD basis.

```
93
Properties=species:S:1:pos:R:3:mulliken_charge:R:1
Y -0.076 0.128 -0.403 -0.132
N 0.960 1.308 3.356 0.129
C 2.001 0.652 2.744 0.492
C 2.983 0.125 3.598 -0.921
C 4.115 -0.448 3.061 -0.443
C 4.236 -0.483 1.671 -1.016
C 3.194 0.015 0.912 -0.545
N 2.088 0.567 1.413 0.229
C -0.109 2.026 2.877 0.632
C -0.962 2.584 3.844 -0.891
C -1.984 3.413 3.443 -0.594
C -2.134 3.663 2.082 -0.806
C -1.265 3.041 1.202 -0.777
N -0.269 2.241 1.570 0.109
H 0.950 1.209 4.362 0.178
H 2.850 0.184 4.672 0.341
H 4.891 -0.844 3.703 0.397
H 5.124 -0.888 1.205 0.483
H 3.250 -0.004 -0.166 0.595
H -0.799 2.372 4.894 0.339
H -2.639 3.865 4.177 0.388
H -2.917 4.314 1.726 0.520
H -1.361 3.199 0.137 1.001
Br 0.093 3.782 -6.429 -0.261
C 0.691 2.917 -4.856 0.070
C 1.958 2.382 -4.792 0.413
Br 3.153 2.549 -6.252 -0.243
C 2.340 1.704 -3.635 -0.113
Br 4.132 1.109 -3.400 -0.219
C 1.485 1.468 -2.569 0.357
O 1.815 0.745 -1.557 -0.138
C 0.202 2.148 -2.581 -0.011
O -0.523 2.148 -1.525 -0.134
C -0.143 2.826 -3.744 -0.244
Br -1.836 3.681 -3.695 -0.251
F -1.122 -0.440 -2.080 -0.611
C -2.421 -2.845 2.798 -1.163
S -0.784 -2.367 1.330 0.712
C 0.266 -3.456 2.429 -1.439
O -0.608 -0.987 1.895 -0.324
H -2.098 -3.147 3.787 0.231
H -2.973 -3.645 2.311 0.291
H -3.032 -1.953 2.860 0.170
H -0.304 -4.360 2.610 0.351
H 0.420 -2.902 3.346 0.437
H 1.216 -3.697 1.966 0.423
N -2.334 0.503 0.278 0.082
S -3.380 1.174 -0.661 0.248
C -4.821 1.449 0.417 0.333
C -5.275 2.744 0.654 -0.253
C -6.279 2.964 1.575 -0.695
C -6.844 1.898 2.272 -0.359
C -6.376 0.606 2.040 -0.848
C -5.365 0.382 1.132 -0.460
C -4.290 -0.057 -1.676 0.373
C -5.412 0.363 -2.370 -0.532
C -6.093 -0.530 -3.178 -0.657
C -5.648 -1.839 -3.291 -0.519
C -4.517 -2.248 -2.602 -0.520
C -3.837 -1.357 -1.788 0.308
H -2.693 -0.197 0.922 -0.003
H -4.817 3.564 0.122 0.553
H -6.624 3.969 1.773 0.393
H -7.626 2.069 3.002 0.373
H -6.796 -0.228 2.584 0.427
H -4.989 -0.619 0.962 0.303
H -5.752 1.383 -2.270 0.391
H -6.970 -0.208 -3.726 0.352
H -6.187 -2.543 -3.915 0.364
H -4.157 -3.263 -2.703 0.453
H -2.939 -1.631 -1.257 -0.232
C 1.492 -4.409 -0.820 -2.070
C 0.403 -3.339 -1.068 3.128
C -0.946 -4.059 -0.973 -2.670
C 0.467 -2.164 -0.071 -0.606
C 0.638 -2.769 -2.461 -0.162
C -0.329 -2.769 -3.461 0.107
C -0.083 -2.203 -4.699 -0.885
C 1.151 -1.653 -4.982 -0.614
C 2.146 -1.702 -4.021 -0.737
C 1.884 -2.228 -2.771 -0.116
H 1.211 -5.075 -0.006 0.415
H 2.451 -3.957 -0.579 0.424
H 1.633 -5.009 -1.720 0.437
H -1.061 -4.487 0.021 0.601
H -1.017 -4.858 -1.711 0.509
H -1.758 -3.358 -1.126 0.317
H 1.461 -2.172 0.408 0.420
H -1.300 -3.202 -3.286 0.250
H -0.866 -2.182 -5.446 0.364
H 1.338 -1.186 -5.939 0.409
H 3.132 -1.322 -4.243 0.556
H 2.664 -2.224 -2.022 0.029
```

Calculated values
charge: -2
lowest unoccupied orbital energy: 3.867 eV
DFT total energy: -13222.49776 Ha
multiplicity: 1
frontier orbital gap: 3.73 eV
HOMO: 0.136 eV

---

No. 3
Here is a structure of composition C40H38Cl5Ge2HgN7O2PS2 from the Open Molecules 2025 dataset. Energies are from the ωB97M-V functional and the def2-TZVPD basis.

```
98
Properties=species:S:1:pos:R:3:mulliken_charge:R:1
Hg 0.884 0.451 0.247 1.919
C -1.643 0.678 5.742 -0.829
N -0.634 0.839 4.710 0.298
C 0.716 0.868 4.911 -0.872
C 1.301 1.043 3.682 -0.585
N 0.332 1.125 2.736 0.546
C -0.823 0.991 3.364 -0.150
P -2.473 1.003 2.604 -0.516
C -2.457 -0.462 1.541 -0.284
N -1.820 -0.586 0.408 0.741
C -2.006 -1.873 0.015 -0.708
C -2.799 -2.522 0.922 -0.880
N -3.091 -1.622 1.900 0.355
C -3.896 -1.864 3.071 -0.962
C -2.209 2.320 1.393 -0.865
N -1.297 2.420 0.444 1.014
C -1.435 3.652 -0.095 -0.679
C -2.453 4.317 0.544 -0.883
N -2.948 3.479 1.484 0.384
C -4.007 3.805 2.410 -0.913
H -1.146 0.702 6.708 0.322
H -2.374 1.488 5.680 0.311
H -2.138 -0.281 5.629 0.234
H 1.146 0.739 5.882 0.412
H 2.340 1.083 3.420 0.453
H -1.556 -2.283 -0.872 0.436
H -3.136 -3.548 0.936 0.467
H -4.380 -2.826 2.970 0.368
H -3.296 -1.881 3.984 0.228
H -4.645 -1.085 3.168 0.379
H -0.800 3.982 -0.899 0.474
H -2.850 5.300 0.374 0.470
H -4.482 4.733 2.112 0.327
H -4.746 3.003 2.429 0.332
H -3.602 3.911 3.431 0.286
Cl 4.017 -1.022 -0.001 -0.125
C 4.134 0.666 0.359 1.402
C 2.970 1.383 0.609 -2.396
C 3.155 2.747 0.792 1.592
Cl 1.764 3.778 0.990 -0.187
C 4.409 3.370 0.806 -0.280
Cl 4.569 5.107 1.001 -0.212
C 5.560 2.604 0.611 0.409
Cl 7.139 3.360 0.680 -0.219
C 5.415 1.230 0.390 -0.233
Cl 6.840 0.261 0.169 -0.207
O 3.774 -5.236 0.346 -0.693
S 2.369 -5.039 0.103 1.170
O 1.804 -5.519 -1.133 -0.663
N 2.000 -3.466 0.326 -0.185
C 1.235 -3.273 1.380 0.263
S 0.711 -1.785 2.041 -0.054
C 0.793 -4.551 2.034 0.019
C -0.142 -4.733 3.039 -0.285
C -0.460 -6.029 3.442 -0.833
C 0.161 -7.124 2.845 -0.424
C 1.098 -6.944 1.837 -0.736
C 1.380 -5.648 1.442 -0.070
H -0.619 -3.888 3.511 0.451
H -1.194 -6.183 4.219 0.392
H -0.057 -8.129 3.159 0.388
H 1.570 -7.778 1.356 0.450
C -3.106 -1.099 -3.020 -1.319
Ge -2.139 0.563 -3.248 0.960
C -3.361 1.916 -2.568 -1.134
C -2.082 0.810 -5.176 -1.425
Ge 0.115 0.651 -2.193 -0.949
C 0.843 2.432 -2.766 0.593
C 0.077 3.383 -3.426 -0.246
C 0.583 4.637 -3.716 -0.732
C 1.883 4.953 -3.365 -0.705
C 2.680 4.006 -2.747 -0.907
C 2.150 2.764 -2.440 -0.584
C 1.263 -0.675 -3.107 -0.035
C 1.073 -2.027 -2.838 0.247
C 1.961 -2.994 -3.272 -0.671
C 3.064 -2.609 -4.013 -0.590
C 3.264 -1.272 -4.311 -0.702
C 2.369 -0.311 -3.863 -0.303
H -3.972 -1.107 -3.689 0.462
H -3.481 -1.195 -2.012 0.338
H -2.476 -1.960 -3.227 0.376
H -4.316 1.795 -3.066 0.588
H -2.998 2.935 -2.745 0.358
H -3.479 1.775 -1.484 0.095
H -3.084 0.729 -5.568 0.493
H -1.459 0.054 -5.635 0.395
H -1.670 1.777 -5.447 0.396
H -0.926 3.144 -3.723 0.034
H -0.051 5.373 -4.200 0.397
H 2.265 5.951 -3.539 0.349
H 3.707 4.257 -2.480 0.440
H 2.781 2.038 -1.927 0.821
H 0.239 -2.335 -2.206 0.018
H 1.809 -4.030 -3.001 0.510
H 3.796 -3.348 -4.333 0.355
H 4.133 -0.969 -4.884 0.388
H 2.572 0.734 -4.101 0.322
```

Calculated values
charge: -1
lowest unoccupied orbital energy: 1.823 eV
DFT total energy: -9826.87268 Ha
multiplicity: 1
frontier orbital gap: 6.15 eV
HOMO: -4.325 eV

---

No. 4
Here is a structure of composition C40H38CoFN11O9S3 from the Open Molecules 2025 dataset. Energies are from the ωB97M-V functional and the def2-TZVPD basis.

```
103
Properties=species:S:1:pos:R:3:mulliken_charge:R:1
Co -0.331 0.556 -1.234 1.641
C -0.300 3.931 5.594 -1.068
C -1.345 2.896 5.207 -1.047
N -0.969 2.142 4.013 0.223
C -1.488 2.508 2.813 -0.010
C -1.169 1.962 1.614 -0.358
C -1.917 2.465 0.395 -0.146
O -2.736 3.365 0.566 -0.839
O -1.634 1.899 -0.700 -0.536
C -0.130 0.984 1.576 0.529
O 0.422 0.536 0.561 0.490
C 0.317 0.469 2.882 1.031
C 1.134 -0.661 2.897 -0.648
C 1.560 -1.142 4.098 0.111
F 2.275 -2.297 4.153 -0.399
C 1.246 -0.508 5.303 -1.444
C 0.433 0.605 5.289 -1.074
C -0.079 1.085 4.073 0.797
N 1.708 -1.018 6.561 0.339
C 0.817 -2.003 7.148 -0.458
C 1.142 -2.175 8.616 -0.782
N 2.596 -2.566 8.737 -0.158
C 3.497 -1.539 8.087 -0.948
C 3.093 -1.440 6.633 -0.477
H -0.599 4.449 6.505 0.395
H -0.188 4.669 4.800 0.335
H 0.674 3.471 5.762 0.301
H -2.296 3.378 4.984 0.483
H -1.539 2.195 6.021 0.421
H -2.237 3.291 2.826 0.545
H 1.342 -1.171 1.965 0.505
H 0.222 1.098 6.228 0.465
H 0.880 -2.976 6.633 0.291
H -0.214 -1.661 7.064 0.456
H 0.552 -2.956 9.093 0.404
H 1.034 -1.236 9.156 0.349
H 2.732 -3.457 8.249 0.406
H 2.853 -2.719 9.712 0.349
H 4.523 -1.879 8.220 0.429
H 3.333 -0.605 8.621 0.353
H 3.272 -2.408 6.142 0.403
H 3.729 -0.709 6.134 0.495
O -0.024 -2.256 0.661 -0.695
S -1.443 -2.152 0.339 1.729
O -2.328 -2.426 1.450 -0.807
O -1.788 -0.906 -0.365 -0.730
C -1.735 -3.396 -0.906 -0.193
C -2.838 -4.213 -0.708 -0.670
C -3.191 -5.178 -1.641 -0.633
C -2.432 -5.322 -2.787 -0.639
C -1.326 -4.509 -2.992 -0.766
C -0.956 -3.538 -2.065 -0.192
S 0.581 -2.678 -2.497 1.456
O 1.626 -3.402 -1.810 -0.773
O 0.618 -2.722 -3.944 -0.786
O 0.455 -1.295 -2.016 -0.325
H -3.417 -4.068 0.194 0.536
H -4.057 -5.805 -1.472 0.394
H -2.694 -6.067 -3.528 0.397
H -0.732 -4.609 -3.889 0.548
N 2.668 -1.062 -0.456 0.184
C 3.129 -0.012 -1.138 0.278
N 4.460 0.052 -1.318 -0.803
C 4.871 1.096 -2.018 0.207
N 6.209 1.216 -2.236 -0.401
N 4.095 2.073 -2.516 -0.714
C 2.806 1.908 -2.248 -0.090
N 2.242 0.908 -1.598 -0.009
C 1.892 2.994 -2.742 0.968
C 2.327 3.944 -3.655 -0.801
C 1.423 4.910 -4.063 -0.434
C 0.140 4.904 -3.540 -0.929
C -0.202 3.917 -2.627 -0.234
N 0.661 2.978 -2.243 0.192
H 3.311 -1.829 -0.351 0.337
H 1.680 -1.288 -0.479 -0.559
H 6.768 0.397 -2.078 0.261
H 6.498 1.873 -2.937 0.255
H 3.342 3.909 -4.023 0.480
H 1.720 5.664 -4.782 0.413
H -0.591 5.645 -3.836 0.424
H -1.190 3.850 -2.190 0.525
S -2.968 -1.617 -6.638 -0.170
C -2.284 -0.756 -5.231 0.217
C -3.032 -0.627 -4.071 -1.221
C -2.456 -0.012 -2.973 -0.235
N -1.210 0.470 -3.003 0.732
C -0.494 0.349 -4.120 -0.040
C -0.992 -0.256 -5.256 -0.779
C -3.448 -0.221 -7.634 0.330
C -2.521 0.507 -8.365 -0.138
C -2.965 1.574 -9.128 -0.391
N -4.242 1.942 -9.219 -0.598
C -5.123 1.227 -8.525 -0.327
C -4.782 0.147 -7.722 -0.201
H -4.035 -1.023 -4.006 0.492
H -2.983 0.091 -2.037 0.520
H 0.523 0.714 -4.084 0.241
H -0.355 -0.390 -6.119 0.605
H -1.471 0.246 -8.344 0.330
H -2.255 2.161 -9.700 0.351
H -6.160 1.533 -8.605 0.347
H -5.538 -0.393 -7.170 0.379
```

Calculated values
charge: 0
lowest unoccupied orbital energy (alpha / beta): -1.772 / -1.772 eV
DFT total energy: -5503.86472 Ha
⟨S²⟩: 0.7544
multiplicity: 2
frontier orbital gap (alpha / beta): 5.89 / 5.88 eV
HOMO (alpha / beta): -7.664 / -7.651 eV

---

No. 5
Here is a structure of composition C40H38GeS4SbSiTc from the Open Molecules 2025 dataset. Energies are from the ωB97M-V functional and the def2-TZVPD basis.

```
86
Properties=species:S:1:pos:R:3:mulliken_charge:R:1
Tc 0.826 -0.119 1.342 -2.058
C 1.793 -1.335 4.795 -1.508
C 1.997 -0.317 3.716 0.831
C 1.316 0.890 3.740 -0.793
C 1.519 1.874 2.742 1.351
C 0.914 3.242 2.873 -1.466
C 2.434 1.605 1.713 -0.888
C 3.113 0.374 1.633 0.750
C 4.144 0.115 0.566 -1.575
C 2.842 -0.601 2.616 -0.772
H 1.044 -2.068 4.479 0.181
H 1.435 -0.864 5.709 0.435
H 2.720 -1.868 5.006 0.406
H 0.620 1.096 4.545 0.260
H 0.102 3.388 2.160 0.063
H 1.671 4.001 2.676 0.497
H 0.518 3.392 3.876 0.420
H 2.630 2.367 0.970 0.483
H 3.774 -0.579 -0.185 0.028
H 5.039 -0.322 1.011 0.461
H 4.425 1.041 0.065 0.380
H 3.360 -1.550 2.571 0.672
S -1.886 -5.250 3.099 -0.507
Sb -1.724 -4.283 1.119 0.358
S -0.071 -2.182 2.034 -0.527
S 1.416 -3.645 1.809 -0.014
S 0.612 -4.749 0.260 -0.324
C -3.163 0.902 5.626 -0.470
C -2.999 -0.281 4.912 -0.888
C -2.490 -0.247 3.621 -0.155
C -2.133 0.959 3.007 0.306
C -2.329 2.137 3.735 0.141
C -2.833 2.113 5.032 -0.672
Si -1.341 0.987 1.287 0.358
C -2.657 0.516 0.029 0.546
C -3.485 1.511 -0.499 -0.626
C -4.483 1.205 -1.414 -0.687
C -4.676 -0.112 -1.819 -0.690
C -3.867 -1.115 -1.303 -0.361
C -2.868 -0.795 -0.390 0.631
H -3.555 0.879 6.636 0.394
H -3.267 -1.231 5.359 0.457
H -2.370 -1.187 3.089 0.316
H -2.092 3.096 3.279 0.430
H -2.977 3.041 5.574 0.398
H -1.183 2.449 1.005 -0.385
H -3.338 2.546 -0.197 0.393
H -5.111 1.994 -1.815 0.422
H -5.452 -0.354 -2.537 0.384
H -4.001 -2.143 -1.620 0.521
H -2.216 -1.581 -0.021 -0.372
C 0.707 -0.227 -0.336 1.992
Ge 0.796 -0.180 -2.296 1.902
C 0.433 1.666 -2.775 0.476
C 1.401 2.642 -3.008 -0.408
C 1.031 3.954 -3.280 -0.776
C -0.313 4.306 -3.314 -0.638
C -1.287 3.343 -3.074 -0.764
C -0.916 2.032 -2.810 -0.419
C -0.554 -1.356 -3.048 0.543
C -0.861 -2.561 -2.421 0.293
C -1.758 -3.449 -2.999 -0.621
C -2.372 -3.130 -4.203 -0.638
C -2.078 -1.927 -4.834 -0.684
C -1.167 -1.047 -4.263 -0.541
C 2.582 -0.896 -2.603 0.340
C 3.590 -0.286 -3.343 -0.271
C 4.848 -0.873 -3.442 -0.785
C 5.107 -2.081 -2.806 -0.553
C 4.101 -2.710 -2.079 -0.500
C 2.849 -2.119 -1.977 -0.285
H 2.457 2.394 -2.961 0.237
H 1.793 4.702 -3.464 0.421
H -0.600 5.329 -3.525 0.388
H -2.337 3.610 -3.092 0.484
H -1.688 1.290 -2.629 0.322
H -0.382 -2.818 -1.483 -0.212
H -1.984 -4.387 -2.504 0.357
H -3.077 -3.819 -4.653 0.385
H -2.555 -1.676 -5.774 0.422
H -0.945 -0.109 -4.764 0.385
H 3.402 0.644 -3.870 0.396
H 5.623 -0.388 -4.024 0.420
H 6.087 -2.535 -2.884 0.404
H 4.289 -3.657 -1.588 0.454
H 2.079 -2.622 -1.391 -0.057
```

Calculated values
charge: 0
lowest unoccupied orbital energy: -0.668 eV
DFT total energy: -5827.29443 Ha
multiplicity: 1
frontier orbital gap: 6.93 eV
HOMO: -7.600 eV

---

Q: What is the multiplicity in the second record?
A: 1

---

Q: DFT total energy of number 2 (C40H38Br4FN4O3S2Y)?
A: -13222.49776 Ha